# 1
Computed, not measured: an isolated ion of composition C4H8N and charge +1 at a distorted geometry, with wB97M-V/def2-TZVPD.

Structure (XYZ):
```
13
Properties=species:S:1:pos:R:3
C -1.1469 1.0527 -0.1115
N 0.0451 0.2947 -0.5472
C 0.9461 0.0885 0.5459
C 1.3924 -1.3097 -0.0448
C -0.0691 -1.1157 -0.2463
H -0.7342 2.0741 0.0870
H -2.0770 1.0450 -0.7381
H -1.3955 0.6496 0.8838
H 0.5031 0.6106 -1.4910
H 0.8601 0.3183 1.5810
H 1.6692 -1.9317 0.7681
H 2.0353 -1.3008 -0.9535
H -0.7411 -1.3093 0.5917
```

Values from the calculation:
SMILES: C[N@H+]1[C@@H]2C[C@@H]21
ΔE to the lowest compared entry with this formula, charge and spin: 70.4 kcal/mol
Orbital gap: 10.52 eV
Charge: +1
DFT total energy: -5756.80945 eV
Highest occupied orbital energy: -14.8 eV
LUMO energy: -4.33 eV

Atom charges from the Löwdin analysis, given in e for atoms 1 to 2:
1. C 0.0096
2. N -0.1643


# 2
Computed, not measured: one molecule with the formula C4H11N3S at a distorted geometry, with wB97M-V/def2-TZVPD.

Structure (XYZ):
```
19
Properties=species:S:1:pos:R:3
H -2.0851 1.0155 -1.3372
N -1.2107 1.0212 -1.8578
C -0.2883 0.5574 -1.1135
N 1.0323 0.6881 -1.5861
C -0.3490 0.0467 0.3153
C -0.0722 1.1658 1.3258
S -2.0290 -0.7024 0.5633
C 0.7072 -1.0809 0.5034
N 0.6844 -2.1668 -0.4255
H 1.1240 1.3675 -2.3501
H 1.6980 0.8930 -0.8875
H -0.8344 1.9180 1.2030
H 1.0026 1.4269 1.1509
H -0.0788 0.8747 2.3151
H -2.1033 -0.3650 1.8730
H 0.5731 -1.5083 1.5211
H 1.6161 -0.6424 0.5295
H 0.8125 -1.8662 -1.3744
H -0.1996 -2.6427 -0.3683
```

Values from the calculation:
SMILES: [H]/N=C(/N)[C@@](C)(S)CN
ΔE to the lowest compared entry with this formula, charge and spin: 11.2 kcal/mol
Orbital gap: 9.88 eV
Charge: 0
DFT total energy: -19631.67275 eV
Highest occupied orbital energy: -9.3 eV
LUMO energy: 0.62 eV

Atom charges from the Löwdin analysis, given in e for atoms 1 to 2:
1. H 0.0086
2. N 0.1257


orbital gap of number 1 (C4H8N)? 10.52 eV


Copy entry 1 word for word.
Computed, not measured: an isolated ion of composition C4H8N and charge +1 at a distorted geometry, with wB97M-V/def2-TZVPD.

Structure (XYZ):
```
13
Properties=species:S:1:pos:R:3
C -1.1469 1.0527 -0.1115
N 0.0451 0.2947 -0.5472
C 0.9461 0.0885 0.5459
C 1.3924 -1.3097 -0.0448
C -0.0691 -1.1157 -0.2463
H -0.7342 2.0741 0.0870
H -2.0770 1.0450 -0.7381
H -1.3955 0.6496 0.8838
H 0.5031 0.6106 -1.4910
H 0.8601 0.3183 1.5810
H 1.6692 -1.9317 0.7681
H 2.0353 -1.3008 -0.9535
H -0.7411 -1.3093 0.5917
```

Values from the calculation:
SMILES: C[N@H+]1[C@@H]2C[C@@H]21
ΔE to the lowest compared entry with this formula, charge and spin: 70.4 kcal/mol
Orbital gap: 10.52 eV
Charge: +1
DFT total energy: -5756.80945 eV
Highest occupied orbital energy: -14.8 eV
LUMO energy: -4.33 eV

Atom charges from the Löwdin analysis, given in e for atoms 1 to 2:
1. C 0.0096
2. N -0.1643


Among the records above, which one has the highest highest occupied orbital energy? C4H11N3S